Record 1
{"formula": "CH4NO4P", "method": "ωB97M-V with the def2-TZVPD basis set", "species": ["C", "N", "O", "O", "O", "O", "P", "H", "H", "H", "H"], "coordinates": [[-0.59, 0.82, -1.44], [0.17, -0.17, -1.35], [1.78, -0.79, 3.18], [1.40, -0.82, 0.66], [0.61, 1.14, 1.96], [-0.62, -1.18, 2.31], [0.81, -0.60, 2.08], [-1.31, 0.84, -2.34], [0.06, 1.21, 2.73], [-0.50, 1.59, -0.81], [0.77, -0.34, -0.38]], "nbo_charge": [-0.144, -0.648, -1.247, -1.199, -1.054, -1.254, 2.488, 0.056, 0.444, 0.130, 0.427], "homo_ev": 0.3, "total_energy_ha": -737.62191, "relative_energy_kj_mol": 13.1, "gap_ev": 6.8, "charge": -2}

Record 2
{"formula": "CH4NO6PS", "method": "ωB97M-V with the def2-TZVPD basis set", "species": ["C", "N", "O", "O", "O", "O", "O", "O", "P", "S", "H", "H", "H", "H"], "coordinates": [[0.10, -0.57, -0.28], [0.21, -1.52, 0.75], [2.59, 0.48, -0.53], [1.04, 1.35, 1.44], [-2.29, -0.08, -1.52], [0.60, 2.08, -1.01], [-2.07, 1.20, 0.52], [-2.27, -1.17, 0.80], [0.99, 1.01, 0.00], [-1.74, -0.08, -0.11], [0.15, -0.74, -1.38], [2.75, 0.98, -1.27], [-0.65, -1.95, 1.00], [0.57, -1.00, 1.58]], "nbo_charge": [-0.646, -0.885, -1.042, -1.171, -1.058, -1.177, -1.008, -1.073, 2.311, 2.274, 0.231, 0.462, 0.404, 0.378], "homo_ev": -1.3, "smiles": "N[C@H]([P@](=O)([O-])O)S(=O)(=O)[O-]", "total_energy_ha": -1286.35407, "relative_energy_kj_mol": 33.6, "gap_ev": 7.8, "charge": -2}

Record 3
{"formula": "CH4NOP", "method": "ωB97M-V with the def2-TZVPD basis set", "species": ["C", "N", "O", "P", "H", "H", "H", "H"], "coordinates": [[-1.58, 0.67, 0.94], [0.64, -0.06, -0.09], [-2.65, 0.26, 1.24], [-0.85, 0.61, -0.72], [-1.41, -0.60, -0.85], [0.56, -0.54, 0.74], [1.11, -0.39, -0.89], [-1.03, 1.14, 1.71]], "nbo_charge": [0.144, -1.126, -0.498, 0.670, -0.070, 0.378, 0.387, 0.116], "homo_ev": -9.3, "smiles": "NPC=O", "total_energy_ha": -511.79832, "relative_energy_kj_mol": 172.9, "gap_ev": 9.8, "charge": 0}

Record 4
{"formula": "CH4NOP", "method": "ωB97M-V with the def2-TZVPD basis set", "species": ["C", "N", "O", "P", "H", "H", "H", "H"], "coordinates": [[-1.31, -0.52, 0.16], [1.26, 0.72, -0.37], [-1.44, 0.61, -0.17], [1.06, -0.96, -0.15], [1.31, -1.09, 1.28], [0.41, 1.05, 0.07], [1.09, 1.09, -1.38], [-2.38, -0.91, 0.57]], "nbo_charge": [0.206, -1.138, -0.575, 0.617, -0.053, 0.395, 0.399, 0.149], "homo_ev": -8.7, "total_energy_ha": -511.75509, "relative_energy_kj_mol": 286.4, "gap_ev": 8.9, "charge": 0}

Record 5
{"formula": "CH4NOPS", "method": "ωB97M-V with the def2-TZVPD basis set", "species": ["C", "N", "O", "P", "S", "H", "H", "H", "H"], "coordinates": [[-0.34, -0.45, -0.22], [-1.23, 0.35, 0.41], [-0.54, -1.50, -0.69], [1.73, 0.23, 0.42], [-2.91, 0.15, 0.40], [-0.95, 1.26, 0.98], [1.34, 1.18, 1.33], [1.52, -0.79, 1.23], [-3.01, -0.55, 1.65]], "nbo_charge": [0.625, -0.838, -0.554, 0.114, 0.190, 0.429, -0.050, -0.030, 0.114], "homo_ev": -9.2, "smiles": "O=C(P)NS", "total_energy_ha": -909.96063, "relative_energy_kj_mol": 116.3, "gap_ev": 9.6, "charge": 0}

Record 6
{"formula": "CH4NOPS2", "method": "ωB97M-V with the def2-TZVPD basis set", "species": ["C", "N", "O", "P", "S", "S", "H", "H", "H", "H"], "coordinates": [[0.64, 1.50, -0.72], [0.02, -0.38, 1.22], [1.18, 2.31, -1.36], [1.11, -0.20, -0.03], [2.90, -0.63, 0.57], [0.23, -1.26, -1.57], [-0.76, 1.41, -0.28], [-0.48, 0.49, 1.19], [0.27, -0.49, 2.19], [0.81, -2.45, -1.01]], "nbo_charge": [0.230, -1.176, -0.430, 1.164, -0.524, -0.277, 0.005, 0.381, 0.427, 0.201], "homo_ev": -9.1, "total_energy_ha": -1308.19076, "relative_energy_kj_mol": 163.4, "gap_ev": 8.6, "charge": 0}

Record 7
{"formula": "CH4NS2", "method": "ωB97M-V with the def2-TZVPD basis set", "species": ["C", "N", "S", "S", "H", "H", "H", "H"], "coordinates": [[0.07, -0.39, 0.60], [0.15, 0.04, -0.86], [0.35, 0.97, 1.73], [-1.51, 0.14, 1.30], [0.69, -1.34, 0.87], [0.05, 1.06, -1.01], [-0.68, -0.29, -1.19], [0.88, -0.20, -1.43]], "nbo_charge": [-0.401, -0.671, 0.217, 0.214, 0.308, 0.456, 0.436, 0.440], "homo_ev": -13.5, "smiles": "[NH3+]C1SS1", "total_energy_ha": -891.31679, "relative_energy_kj_mol": 2.6, "gap_ev": 8.8, "charge": 1}

Record 8
{"formula": "CH4NS3", "method": "ωB97M-V with the def2-TZVPD basis set", "species": ["C", "N", "S", "S", "S", "H", "H", "H", "H"], "coordinates": [[-1.27, -0.62, -0.38], [-2.10, -1.39, -1.05], [-0.75, 0.87, -0.85], [3.62, 2.14, 0.90], [3.81, 1.88, 2.81], [-0.90, -1.00, 0.57], [2.43, 1.52, 0.64], [-2.48, -1.08, -1.94], [-2.36, -2.30, -0.70]], "nbo_charge": [-0.071, -0.663, 0.374, 0.136, -0.001, 0.260, 0.094, 0.432, 0.440], "homo_ev": [-12.7, -11.4], "total_energy_ha": -1289.46585, "relative_energy_kj_mol": 109.5, "gap_ev": [7.6, 2.7], "charge": 1}

Record 9
{"formula": "CH4O2PS", "method": "ωB97M-V with the def2-TZVPD basis set", "species": ["C", "O", "O", "P", "S", "H", "H", "H", "H"], "coordinates": [[-0.79, -0.39, 1.53], [-1.28, -2.03, -0.58], [-0.65, 0.78, -1.03], [-1.77, -0.74, -0.07], [0.91, -0.03, 1.28], [-0.73, -1.31, 2.25], [-1.13, 0.46, 1.99], [-0.60, 0.45, -1.86], [0.39, 0.49, 0.08]], "nbo_charge": [-0.925, -1.147, -1.073, 1.283, -0.236, 0.217, 0.195, 0.447, 0.240], "homo_ev": -3.5, "smiles": "[O-]P(O)CS", "total_energy_ha": -930.55627, "relative_energy_kj_mol": 343.7, "gap_ev": 7.3, "charge": -1}

Record 10
{"formula": "CH4O3", "method": "ωB97M-V with the def2-TZVPD basis set", "species": ["O", "H", "H", "O", "O", "C", "H", "H"], "coordinates": [[-1.36, -0.53, 2.21], [-1.19, -0.20, 3.12], [-1.35, -1.51, 2.30], [1.38, -1.47, -1.25], [0.00, 0.00, 0.00], [0.69, -1.15, -0.20], [-0.50, -0.03, 0.86], [0.63, -1.84, 0.67]], "nbo_charge": [-0.947, 0.497, 0.492, -0.590, -0.685, 0.631, 0.517, 0.086], "homo_ev": -10.2, "smiles": "O=CO.O", "total_energy_ha": -266.20936, "relative_energy_kj_mol": 70.0, "gap_ev": 10.2, "charge": 0}

Record 11
{"formula": "CH4O3", "method": "ωB97M-V with the def2-TZVPD basis set", "species": ["O", "C", "O", "H", "H", "H", "H", "O"], "coordinates": [[0.29, -0.31, 2.29], [-0.29, -0.48, 1.25], [-0.06, 0.52, 0.29], [-0.94, -1.36, 0.86], [-0.59, 1.18, 0.02], [-0.16, -0.60, -3.26], [0.84, 0.19, -2.48], [0.09, 0.22, -2.92]], "nbo_charge": [-0.509, 0.641, -0.774, 0.138, 0.504, 0.468, 0.465, -0.933], "homo_ev": -11.0, "smiles": "O=CO.O", "total_energy_ha": -266.17525, "relative_energy_kj_mol": 159.6, "gap_ev": 11.8, "charge": 0}

Record 12
{"formula": "CH4O3", "method": "ωB97M-V with the def2-TZVPD basis set", "species": ["O", "C", "O", "H", "H", "H", "H", "O"], "coordinates": [[-0.96, 0.13, 1.16], [-0.19, -0.79, 1.23], [0.66, -1.05, 0.26], [-0.16, -1.55, 2.01], [0.54, -0.30, -0.39], [-0.26, 1.38, -0.73], [-0.06, 1.04, -2.17], [0.43, 1.14, -1.37]], "nbo_charge": [-0.632, 0.650, -0.684, 0.120, 0.507, 0.496, 0.479, -0.935], "homo_ev": -10.9, "smiles": "O=CO.O", "total_energy_ha": -266.23524, "relative_energy_kj_mol": 2.1, "gap_ev": 11.6, "charge": 0}

Record 13
{"formula": "CH4O3P4", "method": "ωB97M-V with the def2-TZVPD basis set", "species": ["C", "O", "O", "O", "P", "P", "P", "P", "H", "H", "H", "H"], "coordinates": [[-0.11, 1.57, -0.29], [2.47, 0.63, -1.00], [2.39, 2.52, 0.61], [1.43, 0.29, 1.35], [2.10, -0.72, -2.06], [-0.06, -0.28, -1.29], [-0.09, -1.24, 0.77], [1.64, 1.32, 0.24], [-0.28, 2.18, -1.13], [-0.88, 1.74, 0.44], [-0.81, -2.45, 0.24], [1.06, -2.21, 0.58]], "mulliken_spin": [0.165, 0.056, -0.063, -0.016, 1.304, 0.155, 0.071, 0.346, -0.023, -0.009, 0.009, 0.004], "spin_multiplicity": 3, "homo_ev": [2.7, 0.0], "total_energy_ha": -1631.59842, "gap_ev": [4.4, 6.8], "charge": -2}

Record 14
{"formula": "CH4O3S", "method": "ωB97M-V with the def2-TZVPD basis set", "species": ["C", "O", "O", "O", "S", "H", "H", "H", "H"], "coordinates": [[-0.61, 0.51, 0.37], [-1.92, 0.89, 0.57], [1.56, -1.59, -1.31], [-0.21, 0.43, -0.99], [0.01, -1.23, -1.61], [-0.44, -0.31, 0.98], [-0.13, 1.28, 0.89], [-2.38, 0.16, 0.32], [2.07, -1.17, -2.09]], "nbo_charge": [0.199, -0.689, -0.832, -0.661, 0.731, 0.145, 0.158, 0.453, 0.495], "homo_ev": -9.4, "smiles": "OCOSO", "total_energy_ha": -664.33381, "relative_energy_kj_mol": 231.9, "gap_ev": 9.8, "charge": 0}

Record 15
{"formula": "CH4O3S2", "method": "ωB97M-V with the def2-TZVPD basis set", "species": ["C", "O", "O", "O", "S", "S", "H", "H", "H", "H"], "coordinates": [[0.10, -1.33, 0.89], [-0.32, 1.11, 1.39], [1.82, 0.56, 0.16], [-0.46, 0.46, -1.01], [-0.63, 2.00, -1.71], [0.39, 0.37, 0.40], [0.34, -1.93, -0.02], [0.57, -1.35, 1.78], [-1.04, -1.39, 1.17], [-0.77, 1.50, -3.06]], "nbo_charge": [-0.849, -0.928, -0.898, -0.856, 0.308, 2.328, 0.256, 0.248, 0.256, 0.136], "homo_ev": -9.7, "smiles": "CS(=O)(=O)OS", "total_energy_ha": -1062.52004, "relative_energy_kj_mol": 22.7, "gap_ev": 9.8, "charge": 0}

Record 16
{"formula": "CH4O4", "method": "ωB97M-V with the def2-TZVPD basis set", "species": ["C", "O", "O", "O", "O", "H", "H", "H", "H"], "coordinates": [[-0.10, -0.94, -0.08], [1.63, 0.42, 0.69], [-1.21, 1.02, -0.50], [0.83, -0.64, 1.05], [-0.29, 0.08, -1.00], [-1.06, -1.27, 0.47], [0.07, -1.83, -0.60], [1.05, 1.26, 0.81], [-0.92, 1.89, -0.85]], "nbo_charge": [0.169, -0.433, -0.457, -0.286, -0.261, 0.168, 0.183, 0.447, 0.470], "homo_ev": -10.3, "smiles": "OOCOO", "total_energy_ha": -341.22598, "relative_energy_kj_mol": 680.7, "gap_ev": 10.8, "charge": 0}

Record 17
{"formula": "CH4OS", "method": "ωB97M-V with the def2-TZVPD basis set", "species": ["C", "O", "S", "H", "H", "H", "H"], "coordinates": [[-0.30, 0.57, -0.20], [1.80, -0.47, 0.02], [-1.68, -0.31, 0.00], [0.03, 1.22, 0.59], [0.44, 0.38, -1.07], [1.64, -1.15, -0.58], [-1.91, -0.25, 1.24]], "nbo_charge": [-0.402, -0.949, 0.257, 0.238, 0.327, 0.414, 0.113], "homo_ev": [-8.8, -8.8], "total_energy_ha": -513.76927, "relative_energy_kj_mol": 329.4, "gap_ev": [7.7, 7.7], "charge": 0}

Record 18
{"formula": "CH4OSSi", "method": "ωB97M-V with the def2-TZVPD basis set", "species": ["C", "O", "Si", "S", "H", "H", "H", "H"], "coordinates": [[1.45, 0.46, 0.00], [4.00, 0.42, 0.00], [-0.25, -0.33, 0.00], [2.81, -0.44, 0.00], [1.57, 1.54, 0.00], [-1.23, 0.75, 0.05], [-0.38, -1.20, 1.17], [-0.41, -1.12, -1.22]], "nbo_charge": [-0.984, -0.894, 0.852, 1.217, 0.262, -0.147, -0.153, -0.153], "homo_ev": -9.8, "total_energy_ha": -803.35343, "relative_energy_kj_mol": 0.0, "gap_ev": 9.1, "charge": 0}

Record 19
{"formula": "CH4OSSi", "method": "ωB97M-V with the def2-TZVPD basis set", "species": ["C", "O", "Si", "S", "H", "H", "H", "H"], "coordinates": [[-1.83, -0.97, -0.43], [1.27, -0.25, -0.40], [1.78, 1.04, 0.19], [-1.90, 0.18, 0.69], [-0.97, -1.18, -0.99], [1.18, 2.31, -0.04], [2.84, 1.33, 1.02], [-2.58, -1.78, -0.47]], "nbo_charge": [-0.436, -1.150, 1.665, 0.052, 0.208, -0.260, -0.262, 0.184], "homo_ev": -8.7, "smiles": "O=[SiH2].C=S", "total_energy_ha": -803.34383, "relative_energy_kj_mol": 25.2, "gap_ev": 8.3, "charge": 0}

Record 20
{"formula": "CH4P2S", "method": "ωB97M-V with the def2-TZVPD basis set", "species": ["C", "P", "P", "S", "H", "H", "H", "H"], "coordinates": [[1.26, 1.16, -0.23], [-1.25, -1.36, 0.59], [-1.07, 0.19, -0.86], [2.53, 0.90, -1.08], [1.07, 1.98, 0.47], [-0.02, -1.39, 1.21], [-1.48, -0.72, 1.70], [-1.05, -0.77, -1.80]], "nbo_charge": [-0.415, 0.010, 0.087, 0.198, 0.198, -0.008, -0.034, -0.037], "homo_ev": [-7.9, -7.9], "total_energy_ha": -1121.23611, "relative_energy_kj_mol": 407.9, "gap_ev": [6.9, 6.9], "charge": 0}

Table of molar mass (g/mol), in record order: 125.02; 189.09; 77.02; 77.02; 109.09; 141.16; 94.18; 126.25; 111.08; 64.04; 64.04; 64.04; 187.94; 96.11; 128.17; 80.04; 64.11; 92.19; 92.19; 110.06